# 1
{"formula": "C4H7IN", "method": "ωB97M-V with the def2-TZVPD basis set", "elements": ["C", "C", "C", "C", "N", "I", "H", "H", "H", "H", "H", "H", "H"], "xyz": [[1.264, 2.138, -0.243], [1.958, 1.067, 0.035], [0.492, 1.071, 0.462], [-0.513, 0.093, -0.180], [-0.025, -1.323, -0.048], [3.633, -0.161, 0.008], [1.039, 3.033, -0.632], [0.349, 1.126, 1.502], [-0.653, 0.333, -1.326], [-1.395, 0.098, 0.438], [0.938, -1.442, -0.498], [-0.579, -2.164, -0.409], [0.424, -1.331, 0.938]], "forces_ev_per_a": [[1.028, -3.941, 1.155], [-0.798, 0.749, -0.469], [0.828, -1.857, -0.748], [0.133, 1.221, -2.388], [3.816, -0.939, 0.545], [-0.626, 0.585, -0.030], [-0.221, 3.075, -1.316], [-0.474, 0.403, 1.415], [-0.120, -0.593, 2.417], [-0.738, 0.273, -0.440], [-1.424, 0.445, -0.261], [0.439, 1.557, 1.278], [-1.843, -0.979, -1.158]], "e_lumo_ha": -0.139, "homo_energy_ev": -13.3, "total_charge": 1, "relative_energy_kj_mol": 301.3, "smiles": "[NH3+]C[C@@H]1C=C1I", "homo_lumo_gap_ev": 9.54, "energy_ha": -508.689012}

# 2
{"formula": "C4H7IN2", "method": "ωB97M-V with the def2-TZVPD basis set", "elements": ["C", "C", "C", "C", "N", "N", "I", "H", "H", "H", "H", "H", "H", "H"], "xyz": [[-0.690, 1.097, -0.100], [-0.794, -0.313, -0.658], [2.662, 0.873, -0.348], [-0.877, -1.250, 0.510], [0.562, 1.340, 0.540], [1.603, 0.976, 0.150], [4.071, -0.593, -0.055], [-0.769, 1.898, -0.974], [-1.437, 1.328, 0.708], [0.067, -0.643, -1.182], [-1.767, -0.544, -1.191], [0.174, -1.271, 0.857], [-1.337, -2.256, 0.313], [-1.469, -0.641, 1.431]], "forces_ev_per_a": [[-0.623, 1.434, -2.169], [-3.074, -0.664, 0.467], [2.971, -0.475, -1.133], [-0.557, 0.982, 3.448], [-2.562, 1.869, 3.051], [0.446, -0.730, -1.112], [-0.136, -0.024, 0.029], [-0.053, -1.389, 1.690], [0.381, -0.330, -1.216], [0.622, 0.261, -1.257], [1.288, 1.052, -0.210], [-0.640, -0.917, 0.449], [0.672, 1.048, 0.299], [1.264, -2.117, -2.336]], "e_lumo_ha": -0.010, "homo_energy_ev": -8.5, "total_charge": 0, "relative_energy_kj_mol": 396.5, "homo_lumo_gap_ev": 8.21, "energy_ha": -563.661689}

# 3
{"formula": "C4H7IN2OS", "method": "ωB97M-V with the def2-TZVPD basis set", "elements": ["C", "C", "C", "C", "N", "N", "O", "S", "I", "H", "H", "H", "H", "H", "H", "H"], "xyz": [[-1.800, -1.141, 0.294], [-1.523, -0.342, -0.988], [0.345, -0.153, 0.978], [2.509, 0.738, -0.345], [-0.715, -0.938, 1.241], [-0.575, 0.716, -1.003], [-2.756, -1.791, 0.526], [1.716, -0.886, 0.077], [-1.279, 2.532, -0.499], [-1.021, -1.147, -1.547], [-2.346, -0.044, -1.505], [0.464, 0.643, 1.731], [3.629, 0.310, -0.394], [2.330, 1.394, 0.534], [2.050, 1.089, -1.330], [-1.029, -0.981, 2.232]], "forces_ev_per_a": [[0.789, 1.790, 0.359], [2.771, -1.092, 0.450], [0.258, 0.269, -2.294], [1.388, -2.028, -0.486], [-1.631, -1.005, 1.028], [1.851, -0.955, 2.388], [-0.562, -0.782, 0.302], [-0.912, 1.550, 0.979], [-0.560, 0.560, 0.204], [-0.134, 0.036, -0.432], [-2.981, 0.244, -1.031], [0.605, -0.065, -0.707], [-2.309, 1.862, -0.200], [0.418, -0.208, -0.908], [0.888, -0.277, 1.557], [0.120, 0.100, -1.207]], "e_lumo_ha": [-0.020, -0.020], "homo_energy_ev": [-7.9, -7.9], "total_charge": 0, "relative_energy_kj_mol": 157.3, "homo_lumo_gap_ev": [7.38, 7.36], "energy_ha": -1037.118824}

# 4
{"formula": "C4H7IO2S2", "method": "ωB97M-V with the def2-TZVPD basis set", "elements": ["C", "C", "C", "C", "O", "O", "S", "S", "I", "H", "H", "H", "H", "H", "H", "H"], "xyz": [[0.542, 2.648, -0.766], [1.181, 1.819, 0.299], [1.615, 1.510, -0.869], [-1.774, -3.204, 0.187], [1.420, 1.627, 1.586], [-0.944, -2.498, 1.095], [2.667, 0.613, -1.906], [-0.393, -1.066, 0.603], [-2.382, 0.275, 0.603], [-0.421, 2.402, -1.149], [0.795, 3.590, -1.022], [-2.743, -2.801, 0.492], [-1.734, -4.232, 0.188], [-1.636, -2.878, -0.834], [0.921, 2.151, 2.235], [2.885, 0.044, -0.742]], "forces_ev_per_a": [[0.094, -3.741, 0.257], [-0.015, 0.690, -0.271], [-1.163, 1.236, -0.596], [-1.531, 3.296, -0.364], [0.199, -0.189, 1.362], [1.127, -0.809, 0.369], [-0.427, 0.345, 0.261], [0.091, 0.195, -0.179], [0.005, 0.154, 0.045], [-0.987, -0.300, 0.080], [1.281, 3.262, -0.362], [-0.558, -0.788, -0.417], [0.511, -2.287, 0.850], [0.394, 0.220, -0.340], [-0.098, -0.086, -0.872], [1.077, -1.198, 0.179]], "e_lumo_ha": -0.015, "homo_energy_ev": -8.0, "total_charge": 0, "relative_energy_kj_mol": 149.9, "smiles": "OC1=C(S)C1.COSI", "homo_lumo_gap_ev": 7.55, "energy_ha": -1400.999097}

# 5
{"formula": "C4H7IrO2", "method": "ωB97M-V with the def2-TZVPD basis set", "elements": ["C", "C", "C", "O", "Ir", "H", "H", "H", "H", "O", "C", "H", "H", "H"], "xyz": [[0.654, -0.051, 0.610], [-0.220, 0.394, -0.314], [-1.101, -0.544, -0.957], [-1.478, -0.405, -2.139], [-2.807, -0.953, -3.119], [0.568, -1.078, 0.982], [-0.231, 1.431, -0.655], [-1.202, -1.536, -0.480], [-3.938, -1.520, -2.022], [2.114, 0.446, 2.465], [1.821, 0.730, 1.119], [1.668, 1.807, 0.948], [1.450, 0.851, 3.031], [2.702, 0.428, 0.530]], "forces_ev_per_a": [[1.132, -0.998, 1.424], [-2.577, 0.461, -2.074], [4.349, -0.042, 4.316], [3.709, 2.693, 1.402], [-6.388, -2.531, -3.817], [0.012, 0.237, 0.135], [0.238, -0.256, -0.114], [-0.321, 0.301, -0.253], [0.238, 0.168, -0.797], [-0.249, -0.267, -0.786], [-0.031, 0.205, 0.503], [0.047, -0.120, -0.104], [-0.055, 0.103, 0.252], [-0.102, 0.046, -0.087]], "e_lumo_ha": [-0.375, -0.488], "homo_energy_ev": [-18.3, -18.0], "total_charge": 2, "multiplicity": 5, "relative_energy_kj_mol": 175.1, "homo_lumo_gap_ev": [8.06, 4.75], "energy_ha": -410.398187}

# 6
{"formula": "C4H7LaO2", "method": "ωB97M-V with the def2-TZVPD basis set", "elements": ["H", "O", "C", "C", "C", "C", "O", "La", "H", "H", "H", "H", "H", "H"], "xyz": [[-0.996, 1.203, 0.820], [-3.567, 0.515, 0.226], [-2.258, 0.325, -0.143], [-1.845, -0.986, -0.348], [-0.631, -1.306, -1.186], [0.023, -1.622, 0.123], [0.753, -0.816, 0.770], [1.222, 1.421, 1.793], [-3.848, 1.410, 0.018], [-1.889, 1.074, -0.856], [-2.545, -1.790, -0.106], [-0.195, -0.437, -1.690], [-0.756, -2.203, -1.806], [0.073, -2.691, 0.398]], "forces_ev_per_a": [[1.019, 0.337, 1.020], [1.297, -0.206, 0.569], [-1.071, -0.629, -2.299], [-0.632, 0.050, 0.348], [0.594, -0.194, 1.073], [0.709, -0.010, -1.448], [0.088, 1.376, 0.811], [-1.508, -1.717, -1.242], [0.063, 0.150, 0.082], [-0.033, -0.188, 0.584], [0.301, 0.331, 0.100], [-0.145, -0.309, -0.014], [-0.003, 0.523, 0.039], [-0.680, 0.487, 0.378]], "e_lumo_ha": [-0.165, -0.169], "homo_energy_ev": [-10.1, -10.9], "total_charge": 1, "multiplicity": 2, "homo_lumo_gap_ev": [5.58, 6.35], "energy_ha": -338.244891}

# 7
{"formula": "C4H7LiO2V", "method": "ωB97M-V with the def2-TZVPD basis set", "elements": ["H", "C", "C", "C", "C", "O", "O", "Li", "V", "H", "H", "H", "H", "H", "H"], "xyz": [[2.445, -0.089, -2.659], [-0.424, -0.730, -0.382], [0.046, -0.862, 1.047], [-0.755, 0.304, 1.474], [-0.722, 1.545, 0.650], [0.028, 1.217, -0.462], [0.397, -0.991, -1.367], [1.715, -1.864, -2.331], [1.289, 0.731, -1.712], [-1.449, -1.085, -0.580], [-0.268, -1.802, 1.516], [1.136, -0.728, 1.111], [-1.525, 0.199, 2.239], [-0.191, 2.345, 1.202], [-1.722, 1.810, 0.253]], "forces_ev_per_a": [[0.681, -0.699, -0.406], [2.006, -2.544, -0.726], [-0.404, 0.996, -0.966], [-1.216, 0.640, 1.998], [0.029, -0.079, 0.574], [-0.613, -0.615, 0.032], [-0.408, -0.614, -0.057], [0.087, 0.239, -0.095], [0.406, 0.807, -0.803], [-0.097, 1.161, 0.100], [-0.058, 0.293, -0.218], [-0.253, -0.093, -0.010], [0.280, 0.069, -0.096], [-0.697, 0.079, -0.202], [0.257, 0.361, 0.874]], "e_lumo_ha": [-0.131, -0.154], "homo_energy_ev": [-11.9, -14.1], "total_charge": 1, "multiplicity": 5, "relative_energy_kj_mol": 0.0, "homo_lumo_gap_ev": [8.32, 9.95], "energy_ha": -1258.261319}

# 8
{"formula": "C4H7N", "method": "ωB97M-V with the def2-TZVPD basis set", "elements": ["C", "C", "C", "C", "H", "H", "H", "H", "H", "H", "H", "N"], "xyz": [[-2.576, -0.143, -0.013], [-1.073, -0.020, -0.078], [0.124, 0.273, -0.075], [1.562, 0.657, -0.012], [-3.007, -0.861, -0.743], [-2.861, -0.520, 0.998], [-3.202, 0.850, -0.031], [1.935, 1.255, 0.897], [1.700, 1.206, -0.932], [2.498, -1.108, 0.821], [2.404, -1.066, -0.811], [2.495, -0.522, -0.022]], "forces_ev_per_a": [[-0.698, 0.611, 0.892], [1.147, 1.281, -0.102], [-2.486, -0.379, 0.927], [0.803, -1.531, 1.033], [0.448, 0.599, 0.314], [0.380, -0.050, -0.662], [1.689, -1.574, -0.489], [-1.312, -0.546, -1.412], [0.645, 0.439, -0.075], [-0.403, 0.629, -0.610], [-0.405, -1.427, -1.920], [0.193, 1.948, 2.104]], "e_lumo_ha": 0.038, "homo_energy_ev": -9.1, "total_charge": 0, "relative_energy_kj_mol": 219.1, "smiles": "CC#CCN", "homo_lumo_gap_ev": 10.12, "energy_ha": -211.277212}

# 9
{"formula": "C4H7N", "method": "ωB97M-V with the def2-TZVPD basis set", "elements": ["C", "C", "C", "C", "N", "H", "H", "H", "H", "H", "H", "H"], "xyz": [[-0.099, -0.659, 1.302], [-0.034, 0.917, -0.600], [-0.474, -0.423, -0.211], [0.584, -0.411, -1.264], [0.164, 2.122, -0.423], [-0.585, 2.665, 0.006], [-1.484, -0.708, -0.481], [0.945, -0.397, 1.481], [-0.215, -1.726, 1.495], [-0.745, -0.075, 1.964], [1.626, -0.550, -1.016], [0.317, -0.756, -2.254]], "forces_ev_per_a": [[-0.387, -0.643, -1.357], [0.583, -3.267, -1.496], [-0.855, 1.159, 2.708], [0.562, 2.141, 0.406], [0.033, 1.469, -1.240], [0.166, -0.505, 0.806], [0.045, -0.349, -0.073], [-0.084, 0.115, -0.068], [-0.004, 0.049, 0.312], [0.084, -0.139, -0.160], [-0.003, -0.442, 0.249], [-0.141, 0.412, -0.087]], "e_lumo_ha": 0.039, "homo_energy_ev": -8.4, "total_charge": 0, "relative_energy_kj_mol": 224.4, "smiles": "[H]/N=C1/C[C@H]1C", "homo_lumo_gap_ev": 9.43, "energy_ha": -211.275209}

# 10
{"formula": "C4H7N2", "method": "ωB97M-V with the def2-TZVPD basis set", "elements": ["C", "C", "C", "C", "N", "N", "H", "H", "H", "H", "H", "H", "H"], "xyz": [[1.215, 0.402, 0.011], [0.217, -0.705, -0.464], [-0.842, -0.112, -1.478], [0.261, -0.196, 0.884], [-0.975, 1.127, -1.562], [-0.102, -0.178, 2.097], [2.265, 0.063, 0.220], [1.194, 1.368, -0.337], [0.502, -1.797, -0.625], [-1.276, -0.873, -2.002], [-1.593, 1.506, -2.162], [0.723, 0.128, 2.577], [-0.669, -0.882, 2.519]], "forces_ev_per_a": [[2.261, -3.775, 1.263], [-0.496, 0.123, -1.058], [1.788, 1.444, 2.071], [-0.672, 0.383, -1.976], [2.956, -1.696, 3.108], [1.358, -0.437, 0.128], [-0.899, 0.288, -0.186], [-0.777, 2.146, -0.978], [-0.210, 1.670, 0.209], [-1.623, -1.784, -1.680], [-2.728, 1.168, -2.799], [-0.265, 0.894, 1.662], [-0.693, -0.425, 0.236]], "e_lumo_ha": -0.186, "homo_energy_ev": -14.5, "total_charge": 1, "relative_energy_kj_mol": 378.8, "smiles": "[H]/N=C/[C@H]1CC1=[NH2+]", "homo_lumo_gap_ev": 9.46, "energy_ha": -265.764208}

# 11
{"formula": "C4H7N2", "method": "ωB97M-V with the def2-TZVPD basis set", "elements": ["C", "C", "C", "C", "N", "N", "H", "H", "H", "H", "H", "H", "H"], "xyz": [[0.033, 0.959, 0.349], [1.237, 0.752, -0.589], [-1.860, -0.036, -0.515], [0.736, -1.413, 0.677], [-1.414, 0.711, 0.404], [0.868, -0.173, 0.500], [0.243, 1.691, 1.180], [1.121, 0.406, -1.612], [1.824, 1.525, -0.031], [-1.349, -0.188, -1.505], [-2.864, -0.156, -0.358], [0.041, -1.980, 1.358], [1.385, -2.098, 0.141]], "forces_ev_per_a": [[-1.707, 1.551, 3.094], [-0.961, 0.856, 2.453], [1.406, 2.133, -1.099], [0.274, -1.876, 0.515], [2.275, -0.767, -0.536], [-0.334, -0.947, -1.094], [-0.057, -0.387, -1.297], [0.626, 0.271, 0.180], [0.851, -0.800, -2.217], [-0.394, -0.545, 1.003], [-2.632, -1.252, -0.460], [0.291, 1.528, -0.475], [0.362, 0.235, -0.067]], "e_lumo_ha": -0.203, "homo_energy_ev": -15.0, "total_charge": 1, "relative_energy_kj_mol": 518.9, "smiles": "C=N[C@@H]1C[N+]1=C", "homo_lumo_gap_ev": 9.52, "energy_ha": -265.710840}

# 12
{"formula": "C4H7N2", "method": "ωB97M-V with the def2-TZVPD basis set", "elements": ["C", "C", "C", "C", "N", "N", "H", "H", "H", "H", "H", "H", "H"], "xyz": [[-0.415, 0.636, -1.181], [-0.296, 0.322, 1.251], [-1.002, -0.141, -0.072], [0.408, -0.584, -0.582], [1.936, -0.608, 1.284], [0.929, -0.309, 0.678], [-0.992, 0.740, -2.147], [0.086, 1.524, -1.205], [-0.270, 1.340, 1.417], [-0.511, -0.173, 2.301], [-2.025, -0.715, -0.095], [0.734, -1.421, -1.257], [2.552, -1.205, 0.757]], "forces_ev_per_a": [[-1.417, -1.825, -0.528], [-1.118, -3.340, 1.390], [-1.627, 0.009, 0.970], [-1.837, -1.592, -3.492], [-0.266, 0.079, 1.118], [0.712, 1.275, 0.477], [0.938, -1.801, 0.692], [1.189, 2.629, 1.431], [0.464, 2.235, 0.064], [0.218, 0.598, -2.397], [2.380, 1.194, -0.117], [-0.190, 0.831, 1.186], [0.553, -0.293, -0.792]], "e_lumo_ha": -0.205, "homo_energy_ev": -15.7, "total_charge": 1, "relative_energy_kj_mol": 520.7, "smiles": "[H]/N=[N+]1/C[C@H]2C[C@H]21", "homo_lumo_gap_ev": 10.11, "energy_ha": -265.710161}